No. 1
58
Properties=species:S:1:pos:R:3 method="wB97M-V/def2-TZVPD" lumo_ev=-0.140 energy_ha=-1391.99746 gap_ev=8.771 e_homo_ev=-8.91 e_above_lowest_kcal_mol=178.5
O 0.733 -0.585 0.233
C -0.305 -0.225 -0.247
N -0.120 0.911 -0.968
C -0.897 1.185 -2.194
N -0.440 0.445 -3.321
C -1.649 -0.879 0.230
N -2.526 0.061 0.928
C -3.981 -0.023 0.611
H 0.791 1.157 -1.193
H -0.691 2.298 -2.536
H -1.934 1.042 -2.020
H 0.296 -0.180 -3.139
H -1.065 -0.267 -3.823
H -1.320 -1.453 1.043
H -2.155 -1.721 -0.355
H -2.178 0.955 0.906
H -4.511 -0.187 1.622
H -4.338 0.933 0.241
H -4.201 -0.896 0.104
H -2.178 -1.304 2.782
H -0.981 -2.163 3.160
O -1.623 -1.719 3.559
H -2.681 2.598 1.162
H -3.401 3.619 1.977
O -3.531 3.073 1.248
H 0.350 -2.515 1.140
H 0.216 -3.477 2.463
O -0.261 -3.096 1.627
H -0.178 -2.607 -4.563
H 0.337 -3.580 -3.599
O -0.393 -3.465 -4.179
H 1.705 -1.456 -2.667
H 0.681 -1.665 -1.463
O 1.476 -1.921 -1.947
H 3.144 2.365 1.526
H 2.434 1.426 2.388
O 3.083 1.409 1.770
H -0.138 -0.490 3.191
H 0.704 -0.044 4.340
O 0.316 0.422 3.646
H 4.250 -0.431 -0.072
H 3.334 -1.224 -1.007
O 3.616 -0.355 -0.867
H 0.113 2.518 2.188
H -0.600 2.155 3.533
O -0.644 2.657 2.660
H 2.529 1.388 -0.952
H 3.071 1.459 -2.453
O 2.358 1.781 -1.811
H 3.071 -1.008 1.571
H 2.459 -1.894 0.429
O 2.691 -1.806 1.429
H 2.481 3.532 -0.442
H 1.674 4.643 -0.039
O 2.457 4.397 -0.106
H -2.441 -1.674 -3.604
H -1.606 -2.611 -3.393
O -2.084 -1.981 -2.926

=====

No. 2
53
Properties=species:S:1:pos:R:3 method="wB97M-V/def2-TZVPD" charge=-1 lumo_ev=-4.955 energy_ha=-737.89859 gap_ev=1.913 e_homo_ev=-6.87
Pb -13.791 -17.707 -10.254
Zr -22.085 -15.143 -13.107
B -21.977 -18.330 -15.041
H -21.685 -17.562 -15.741
H -22.056 -19.291 -15.524
H -21.369 -18.343 -14.150
H -22.963 -18.003 -14.752
B -12.799 -14.659 -7.195
H -11.800 -14.620 -6.789
H -13.272 -15.570 -6.862
H -13.406 -13.861 -6.798
H -12.817 -14.594 -8.272
B -24.162 -16.555 -10.166
H -23.587 -15.691 -9.870
H -23.496 -17.390 -10.315
H -24.920 -16.824 -9.447
H -24.665 -16.361 -11.101
B -22.490 -11.451 -11.860
H -22.016 -11.090 -12.760
H -22.740 -10.676 -11.151
H -23.422 -11.966 -12.034
H -21.831 -12.051 -11.251
B -12.962 -14.858 -13.706
H -12.121 -15.242 -13.150
H -13.774 -14.804 -12.996
H -12.781 -13.916 -14.200
H -13.112 -15.638 -14.435
B -18.959 -12.928 -16.095
H -19.402 -12.692 -17.049
H -18.810 -12.002 -15.561
H -19.459 -13.730 -15.573
H -17.999 -13.310 -16.408
B -18.291 -15.670 -11.472
H -18.197 -14.613 -11.672
H -18.087 -16.156 -12.414
H -17.577 -15.951 -10.713
H -19.290 -15.839 -11.102
C -16.712 -20.896 -13.200
O -16.964 -20.837 -11.857
C -17.888 -21.787 -11.327
C -17.294 -22.123 -9.933
O -17.197 -20.954 -9.049
C -18.435 -20.472 -8.431
H -16.214 -19.970 -13.487
H -17.609 -20.937 -13.819
H -15.961 -21.665 -13.380
H -18.028 -22.627 -12.008
H -18.835 -21.262 -11.202
H -16.250 -22.411 -10.050
H -17.814 -22.974 -9.494
H -19.168 -20.146 -9.168
H -18.280 -19.680 -7.698
H -18.905 -21.256 -7.836

=====

No. 3
57
Properties=species:S:1:pos:R:3 method="wB97M-V/def2-TZVPD" lumo_ev=0.167 energy_ha=-1262.65661 gap_ev=8.707 e_homo_ev=-8.54 e_above_lowest_kcal_mol=128.7
C 1.474 0.534 1.344
N 0.909 -0.409 0.366
C 1.147 0.176 -1.115
C -0.078 0.689 -1.832
N 0.129 2.200 -1.701
C -0.589 3.072 -2.673
H 2.561 0.331 1.418
H 1.025 0.392 2.344
H 1.472 1.623 1.250
H -0.001 -0.650 0.580
H 2.003 0.845 -1.154
H 1.477 -0.723 -1.727
H -0.195 0.255 -2.913
H -1.075 0.402 -1.463
H -0.321 2.360 -0.832
H 0.129 3.704 -3.147
H -1.290 2.609 -3.271
H -1.185 3.729 -1.991
H 2.948 2.077 -2.424
H 2.251 3.115 -3.195
O 3.098 2.988 -2.787
H -0.201 -1.498 2.231
H -1.487 -0.636 2.561
O -0.979 -1.406 2.756
H -1.688 1.843 0.346
H -3.196 1.844 -0.025
O -2.456 2.332 -0.093
H 0.861 3.757 0.214
H 2.265 4.258 0.556
O 1.518 3.798 1.011
H -1.899 2.509 2.287
H -1.337 1.577 3.431
O -1.459 1.716 2.466
H -0.731 -2.976 -1.673
H 0.209 -2.269 -0.642
O -0.737 -2.561 -0.745
H 2.118 -1.791 -2.836
H 1.652 -2.992 -3.755
O 1.747 -2.686 -2.823
H 3.819 -0.920 -2.644
H 3.558 0.349 -3.751
O 3.313 -0.300 -3.211
H -1.112 -0.190 4.827
H -0.025 0.948 5.211
O -0.825 0.691 4.953
H 2.262 -2.642 2.023
H 1.325 -3.696 2.196
O 1.322 -2.814 1.920
H -0.248 -4.038 0.829
H 0.878 -5.003 0.057
O 0.104 -4.997 0.645
H -3.736 -0.944 2.050
H -4.046 -2.450 1.727
O -4.179 -1.512 1.465
H -2.423 -1.143 -1.014
H -3.833 -0.815 -0.260
O -3.189 -0.563 -0.861

=====

No. 4
59
Properties=species:S:1:pos:R:3 method="wB97M-V/def2-TZVPD" charge=+1 lumo_ev=-2.555 energy_ha=-1392.48967 gap_ev=8.707 e_homo_ev=-11.26 e_above_lowest_kcal_mol=147.1
N 0.077 -2.205 2.403
C 1.320 -1.648 1.878
C 0.982 -0.597 0.606
N 0.326 0.659 1.153
C 1.158 1.749 1.572
C 1.144 3.109 0.691
N 1.330 2.573 -0.782
O 0.251 -1.214 -0.258
H 0.021 -2.742 3.242
H -0.251 -2.868 1.683
H -0.696 -1.491 2.557
H 1.899 -2.597 1.392
H 2.083 -0.980 2.335
H -0.661 0.878 0.829
H 2.259 1.438 1.708
H 1.164 2.045 2.700
H 0.063 3.536 0.856
H 1.983 3.772 1.015
H 0.229 2.370 -0.989
H 1.537 3.254 -1.541
H -4.318 -1.786 1.907
H -3.024 -2.648 1.939
O -3.374 -1.774 1.868
H -1.199 -4.583 0.299
H -1.298 -3.136 0.259
O -1.495 -3.846 0.940
H 4.021 1.285 -1.319
H 1.939 1.824 -0.791
O 3.789 1.673 -0.443
H -3.845 1.379 -2.435
H -2.938 0.250 -1.564
O -3.022 1.136 -1.992
H -2.535 1.967 1.064
H -2.487 1.447 -0.340
O -1.951 2.005 0.340
H -2.124 3.099 -1.239
H -1.230 4.647 -1.166
O -1.236 3.648 -1.229
H -1.424 -0.668 -0.143
H -2.837 -1.051 0.392
O -2.344 -0.970 -0.486
H 1.728 -3.085 -1.225
H 1.437 -4.659 -0.948
O 1.216 -3.669 -0.716
H 3.663 0.783 0.062
H 2.344 -0.675 -0.839
O 2.272 -0.294 0.111
H 0.208 -1.631 -3.159
H 0.463 -1.138 -1.618
O 0.845 -1.003 -2.656
H 0.553 0.559 -2.941
H -0.806 1.562 -2.847
O 0.131 1.457 -3.208
H 4.068 -1.428 -2.407
H 2.891 -0.897 -3.202
O 3.182 -1.203 -2.336
H -2.402 1.573 3.092
H -2.645 0.099 3.303
O -2.437 0.709 2.621

=====

No. 5
58
Properties=species:S:1:pos:R:3 method="wB97M-V/def2-TZVPD" charge=-1 lumo_ev=2.447 energy_ha=-1681.56692 gap_ev=8.230 e_homo_ev=-5.78 e_above_lowest_kcal_mol=22.0
C -0.126 2.498 -0.778
N -0.721 1.353 -0.106
C 0.009 0.060 -0.325
C 0.640 -0.190 -1.678
S 1.572 -1.750 -1.702
C -0.629 3.771 -0.123
H -0.398 2.500 -1.836
H 0.966 2.636 -0.738
H -0.729 1.525 0.882
H 0.655 -0.167 0.523
H -0.814 -0.656 -0.164
H -0.152 -0.354 -2.411
H 1.126 0.708 -1.998
H -0.221 3.892 0.886
H -1.686 3.842 0.068
H -0.291 4.683 -0.605
H -1.381 -1.104 -3.669
H 0.050 -1.651 -3.862
O -0.787 -1.572 -4.327
H -0.775 -4.441 -0.810
H -1.178 -3.244 -1.654
O -1.541 -4.015 -1.151
H -3.225 -1.908 -2.223
H -4.120 -0.868 -1.445
O -3.914 -1.291 -2.287
H 0.854 1.088 4.005
H -0.311 0.353 4.676
O -0.131 1.103 4.167
H 4.540 0.993 -2.077
H 3.415 1.130 -3.000
O 3.949 1.650 -2.424
H 2.342 -1.872 0.714
H 2.742 -0.820 1.741
O 2.235 -1.584 1.627
H 2.103 3.064 2.293
H 3.150 1.920 2.176
O 2.525 2.349 2.824
H 3.828 2.345 -0.110
H 4.454 0.981 0.347
O 4.303 1.910 0.643
H 1.260 -4.325 -1.283
H 0.813 -3.580 -0.082
O 1.006 -4.515 -0.357
H 4.562 -0.996 -1.029
H 3.099 -0.963 -0.870
O 3.999 -0.474 -0.459
H -0.907 -3.404 1.573
H -2.088 -3.904 0.774
O -1.765 -3.763 1.661
H -3.666 1.449 0.765
H -3.008 0.883 -0.467
O -3.878 0.893 -0.003
H -3.971 -1.141 2.444
H -4.279 -0.104 1.250
O -4.191 -0.243 2.222
H -3.785 1.448 2.561
H -2.429 1.745 2.887
O -3.100 2.124 2.340

=====

No. 6
58
Properties=species:S:1:pos:R:3 method="wB97M-V/def2-TZVPD" charge=+1 lumo_ev=-2.501 energy_ha=-1263.09856 gap_ev=10.614 e_homo_ev=-13.12 e_above_lowest_kcal_mol=148.7
C 3.958 -1.724 -1.079
C 2.755 -0.906 -0.384
C 3.118 0.139 0.698
C 2.356 0.127 1.966
N 1.077 0.966 1.863
N 1.746 -0.128 -1.164
H 4.624 -2.004 -0.289
H 3.586 -2.479 -1.726
H 4.581 -0.983 -1.731
H 2.115 -1.596 0.302
H 4.196 0.086 0.996
H 3.140 1.214 0.210
H 2.870 0.090 2.987
H 2.072 -0.956 2.041
H 0.350 0.388 2.356
H 1.096 1.852 2.455
H 0.796 1.145 0.819
H 2.268 0.587 -1.744
H 1.507 -0.812 -1.993
H -1.375 0.107 0.251
H -1.799 -1.411 -0.267
O -1.911 -0.723 0.342
H -0.391 -2.080 -2.446
H 0.243 -2.950 -3.490
O 0.457 -2.452 -2.726
H -0.084 -1.396 3.610
H 0.563 -2.455 4.300
O 0.722 -1.788 3.672
H -2.249 -2.339 2.948
H -2.376 -1.042 3.475
O -1.934 -1.828 3.576
H 1.191 3.875 0.148
H 1.410 2.794 -0.872
O 1.581 2.935 -0.004
H -2.342 -3.277 -1.523
H -3.331 -2.574 -0.627
O -2.418 -2.900 -0.666
H -1.962 -0.616 -4.149
H -1.538 0.920 -3.702
O -1.498 -0.025 -3.489
H -1.664 0.628 4.162
H -1.078 1.993 4.523
O -0.945 1.171 4.066
H -2.881 0.339 -2.198
H -4.435 0.667 -2.530
O -3.686 0.060 -2.601
H -2.075 3.021 -0.125
H -0.872 2.300 -0.612
O -1.375 2.404 0.184
H 2.622 0.731 -4.219
H 1.224 0.419 -4.075
O 1.860 1.169 -4.170
H 0.338 1.412 -1.954
H 0.855 2.227 -3.107
O 0.268 2.234 -2.363
H -4.082 0.506 2.656
H -2.721 0.750 2.272
O -3.280 0.895 3.026